7
Properties=species:S:1:pos:R:3 method="wB97M-V/def2-TZVPD" relative_energy_kj_mol=2.8 energy_ha=-1133.95885 total_charge=0 smiles=CSSI gap_ev=8.179
C 0.0826 -0.1686 1.0478
S 0.9963 0.7560 -0.1139
S -0.4161 1.1526 -1.5407
I -0.5965 -0.7046 -3.0741
H 0.6118 0.1195 2.0537
H 0.2087 -1.2903 0.7241
H -0.8868 0.1354 0.9030


15
Properties=species:S:1:pos:R:3 method="wB97M-V/def2-TZVPD" relative_energy_kj_mol=106.2 energy_ha=-382.18372 total_charge=0 smiles=O.O.O.O.O gap_ev=10.805
O -1.2656 1.7460 1.6776
H -1.0664 2.6873 1.6623
H -0.4855 1.3185 1.2796
O -0.5576 -1.2245 -2.8070
H 0.0586 -1.8247 -3.2462
H -0.7917 -0.5777 -3.4823
O 2.4536 2.0371 2.5178
H 1.8849 1.3622 2.9084
H 3.2850 1.5848 2.3394
O -1.9789 -2.6457 -0.9886
H -2.5293 -1.9377 -0.6399
H -1.3217 -2.1940 -1.5594
O 0.5041 0.0392 0.3579
H 0.3488 -0.4071 -0.4833
H 1.4618 0.0362 0.4637


78
Properties=species:S:1:pos:R:3 method="wB97M-V/def2-TZVPD" relative_energy_kj_mol=0.0 energy_ha=-3551.86926 total_charge=-1 gap_ev="4.381 / 4.382"
P -0.8902 1.8496 -1.5299
C -1.5969 3.2155 -0.4970
C -1.5710 4.5891 -1.1582
C -1.9828 5.6512 -0.1286
C -3.3328 5.3261 0.5189
C -3.3587 3.9217 1.1298
C -2.9638 2.8591 0.0914
C -2.0534 1.2241 -2.7885
C -2.6061 2.3479 -3.6544
C -3.4025 1.7289 -4.8133
C -4.5093 0.7962 -4.3084
C -3.9729 -0.2822 -3.3622
C -3.1691 0.3430 -2.2103
C 0.5621 2.5506 -2.4241
C 1.6310 3.0744 -1.4525
C 2.7689 3.7527 -2.2355
C 3.3829 2.8159 -3.2769
C 2.3226 2.2261 -4.2066
C 1.1769 1.5630 -3.4257
H -0.8883 3.2303 0.3582
H -2.2588 4.5986 -2.0158
H -0.5684 4.8252 -1.5443
H -2.0214 6.6310 -0.6179
H -1.2101 5.7013 0.6514
H -3.5636 6.0729 1.2854
H -4.1202 5.3996 -0.2434
H -2.6505 3.8706 1.9678
H -4.3585 3.6992 1.5203
H -2.9309 1.8604 0.5548
H -3.7216 2.8320 -0.7082
H -1.4283 0.5595 -3.4113
H -2.7070 1.1566 -5.4430
H -1.7937 2.9768 -4.0489
H -3.2597 2.9967 -3.0496
H -3.8257 2.5299 -5.4296
H -5.0136 0.3283 -5.1591
H -5.2649 1.3922 -3.7792
H -4.7969 -0.8846 -2.9563
H -3.3072 -0.9614 -3.9147
H -2.7459 -0.4419 -1.5684
H -3.8356 0.9421 -1.5714
H 0.1276 3.3953 -2.9859
H 1.2099 3.7871 -0.7271
H 2.0404 2.2466 -0.8474
H 2.3565 4.6355 -2.7425
H 3.5348 4.1014 -1.5320
H 3.9110 2.0010 -2.7655
H 4.1268 3.3587 -3.8665
H 2.7695 1.4929 -4.8896
H 1.8914 3.0296 -4.8173
H 0.4236 1.1819 -4.1314
H 1.5480 0.6798 -2.8849
Sc 0.3302 0.0602 0.1043
Cl 0.4027 -1.3106 -1.9229
Cl 0.6615 1.9005 1.6624
C -1.5999 -0.3463 0.8779
H -1.7440 0.4602 1.6299
C -2.6297 -1.3344 0.9623
C -2.7005 -2.3957 -0.0111
C -3.7142 -3.3419 0.0535
C -4.6566 -3.3005 1.0994
C -4.5809 -2.2906 2.0800
C -3.5982 -1.3229 2.0121
H -1.9189 -2.4273 -0.7860
H -3.7698 -4.1308 -0.7129
H -5.3145 -2.2888 2.9032
H -3.5246 -0.5463 2.7689
H -5.4477 -4.0643 1.1520
C 2.4382 -3.4635 1.7471
S 1.1224 -2.3284 1.3116
C 0.4138 -1.8904 2.8962
O 1.8899 -1.0074 0.9435
H 1.8894 -4.3891 1.9987
H 3.0288 -3.1241 2.5980
H 3.0799 -3.6533 0.8811
H 1.1202 -2.1816 3.6823
H 0.2282 -0.8066 2.9538
H -0.5201 -2.4670 2.9326


80
Properties=species:S:1:pos:R:3 method="wB97M-V/def2-TZVPD" relative_energy_kj_mol=362.8 energy_ha=-2784.99207 total_charge=0 gap_ev="5.439 / 5.440"
Pt -0.0179 0.0486 0.1428
C 2.5467 -1.8107 1.9846
Si 0.7712 -2.0336 2.5975
C 0.7953 -2.1863 4.4871
C 0.2443 -3.7369 1.9636
C -0.2962 -0.5066 2.1525
Si -2.1832 -0.6056 2.3230
C -3.0032 1.1076 2.2743
C -2.6634 -1.4379 3.9555
C -3.1254 -1.5561 0.9658
Si 0.3758 0.9970 3.0908
C -0.2999 1.2599 4.8330
C 2.2403 1.2537 3.1305
C -0.1086 2.4148 1.9174
C -0.3531 3.7469 2.2186
C -0.5257 4.6689 1.2001
C -0.4246 4.2377 -0.1155
C -0.1875 2.9001 -0.3629
N -0.0451 2.0151 0.6314
H 2.9405 -2.7514 1.5921
H 3.2236 -1.4696 2.7710
H 2.5705 -1.0761 1.1811
H 1.3749 -3.0650 4.7799
H -0.2091 -2.3016 4.8999
H 1.2575 -1.3181 4.9634
H 0.9586 -4.4720 2.3426
H 0.2653 -3.7921 0.8738
H -0.7468 -4.0378 2.3070
H -2.6211 1.7856 3.0396
H -4.0788 1.0033 2.4375
H -2.8651 1.5902 1.3037
H -2.1722 -0.9738 4.8127
H -2.3898 -2.4965 3.9474
H -3.7430 -1.3744 4.1121
H -3.0613 -0.9926 0.0296
H -4.1880 -1.5902 1.2307
H -1.5251 -2.9092 0.5724
H 0.0062 0.4319 5.4757
H -1.3886 1.3194 4.8688
H 0.1078 2.1753 5.2679
H 2.7819 0.4801 3.6767
H 2.4738 2.2150 3.5943
H 2.6025 1.2730 2.1017
H -0.4142 4.0465 3.2573
H -0.7327 5.7077 1.4224
H -0.5286 4.9236 -0.9437
H -0.0988 2.5199 -1.3714
O 0.1697 0.4057 -2.2185
C -0.3600 -0.7260 -2.8797
C -0.8995 -1.7469 -1.8478
C -1.8068 -2.6930 -2.3590
C -2.8054 -3.5004 -1.7569
C -3.2141 -3.6122 -0.4619
C -2.5965 -2.9893 0.7286
N -0.4995 -1.6037 -0.6310
H 1.1890 0.3557 -2.2908
H 0.4075 -1.2047 -3.4937
H -1.1873 -0.4061 -3.5193
H -1.8173 -2.7207 -3.4449
H -3.4009 -4.0489 -2.4800
H -4.1167 -4.1912 -0.2910
H -2.7898 -3.6035 1.6118
O 2.5135 0.1886 -2.5532
C 3.0348 0.3372 -1.4217
O 2.4553 0.7990 -0.4122
C 4.4731 -0.1350 -1.2521
C 5.0916 -0.8787 -2.2443
C 6.3666 -1.3783 -2.0241
C 7.0479 -1.1533 -0.8431
C 6.4141 -0.4002 0.1281
C 5.1418 0.1107 -0.0621
N 7.0979 -0.1670 1.4028
O 8.2681 -0.4872 1.4839
O 6.4517 0.3340 2.3042
N 7.0119 -2.1891 -3.0640
O 6.3952 -2.3781 -4.0942
O 8.1255 -2.6214 -2.8329
H 4.5818 -1.0714 -3.1770
H 8.0352 -1.5553 -0.6792
H 4.6659 0.6910 0.7113


101
Properties=species:S:1:pos:R:3 method="wB97M-V/def2-TZVPD" relative_energy_kj_mol=0.0 energy_ha=-2457.65807 total_charge=0 smiles="CCCOCC1=C(CCCCCCCCCOC)C(=O)OC1=O.O=C1c2ccccc2C(=O)c2ccccc21.O=C1c2ccccc2C(=O)c2ccccc21" gap_ev=8.306
C -0.4959 -4.2380 2.9588
C 0.3104 -4.6807 4.1944
C 1.5886 -3.8763 4.4695
O 2.7785 -4.4856 3.9715
C 2.8791 -4.5062 2.5760
C 3.4792 -3.2719 1.9608
C 3.9718 -3.1763 0.7222
C 4.0462 -4.1729 -0.3867
C 2.7087 -4.8316 -0.7825
C 1.4864 -3.9240 -0.6644
C 1.6396 -2.5401 -1.2958
C 0.5487 -1.5794 -0.7931
C 0.9726 -0.1082 -0.7253
C 0.0842 0.7146 0.2268
C 0.8211 1.8114 1.0190
C 2.0276 2.4274 0.3117
O 3.2217 1.6746 0.4680
C 3.8634 1.8943 1.7060
C 4.5378 -1.8030 0.5750
O 4.9932 -1.2865 -0.3832
O 4.4585 -1.1620 1.7899
C 3.6728 -1.9484 2.6250
O 3.2416 -1.5155 3.6373
H -0.2827 -3.1958 2.7008
H -1.5706 -4.3269 3.1312
H -0.2699 -4.8444 2.0766
H -0.3236 -4.5738 5.0794
H 0.5806 -5.7376 4.1121
H 1.7567 -3.7849 5.5431
H 1.4898 -2.8579 4.0716
H 3.5423 -5.3398 2.3137
H 1.9083 -4.7210 2.1115
H 4.7423 -4.9639 -0.0770
H 4.5044 -3.6800 -1.2474
H 2.5479 -5.7176 -0.1581
H 2.8051 -5.2001 -1.8087
H 1.2176 -3.7978 0.3916
H 0.6338 -4.4305 -1.1324
H 1.5656 -2.6288 -2.3862
H 2.6176 -2.1034 -1.0661
H -0.3545 -1.6891 -1.4059
H 0.2596 -1.8899 0.2212
H 0.8919 0.3198 -1.7300
H 2.0137 -0.0633 -0.3934
H -0.7380 1.1718 -0.3349
H -0.3918 0.0394 0.9470
H 0.1224 2.6197 1.2608
H 1.1501 1.4075 1.9828
H 2.1920 3.4528 0.6724
H 1.8502 2.4801 -0.7676
H 4.7453 1.2538 1.7347
H 4.1736 2.9439 1.8036
H 3.2217 1.6371 2.5589
O -0.9833 4.8704 2.9354
C -1.9334 5.4116 3.4595
C -2.0737 5.4564 4.9431
C -1.0802 4.8846 5.7292
C -1.1807 4.9285 7.1092
C -2.2734 5.5437 7.7108
C -3.2690 6.1094 6.9326
C -3.1742 6.0668 5.5468
C -4.2654 6.6724 4.7300
O -5.2404 7.1676 5.2531
C -4.1128 6.6484 3.2464
C -5.0989 7.2320 2.4600
C -4.9729 7.2324 1.0812
C -3.8618 6.6500 0.4808
C -2.8788 6.0631 1.2591
C -3.0006 6.0587 2.6436
H -0.2368 4.4122 5.2443
H -0.4060 4.4838 7.7201
H -2.3470 5.5806 8.7899
H -4.1279 6.5876 7.3833
H -5.9555 7.6811 2.9439
H -5.7414 7.6878 0.4703
H -3.7646 6.6546 -0.5970
H -2.0097 5.6027 0.8091
O -2.6742 0.4506 -6.2126
C -2.0198 -0.5598 -6.3557
C -2.5922 -1.7616 -7.0289
C -3.8911 -1.7016 -7.5196
C -4.4383 -2.7990 -8.1621
C -3.6912 -3.9617 -8.3179
C -2.3992 -4.0293 -7.8252
C -1.8453 -2.9311 -7.1781
C -0.4561 -3.0334 -6.6448
O 0.1759 -4.0643 -6.7340
C 0.1259 -1.8234 -5.9961
C 1.4294 -1.8804 -5.5168
C 1.9913 -0.7677 -4.9146
C 1.2576 0.4068 -4.7932
C -0.0420 0.4702 -5.2662
C -0.6134 -0.6454 -5.8675
H -4.4565 -0.7887 -7.3911
H -5.4495 -2.7504 -8.5448
H -4.1199 -4.8164 -8.8247
H -1.8053 -4.9267 -7.9331
H 1.9856 -2.8024 -5.6203
H 3.0024 -0.8104 -4.5303
H 1.7062 1.2711 -4.3203
H -0.6292 1.3736 -5.1727


10
Properties=species:S:1:pos:R:3 method="wB97M-V/def2-TZVPD" relative_energy_kj_mol=298.0 energy_ha=-264.21293 total_charge=0 smiles="C=C1C=NN=C1" gap_ev=9.347
C 1.5526 0.0902 -0.0742
C 0.2246 0.1225 0.1792
C -0.9226 1.1327 0.1132
N -1.9843 0.5098 -0.1434
N -1.7214 -0.9033 0.0451
C -0.4967 -1.1568 -0.0149
H 1.9834 1.0234 -0.1464
H 2.1296 -0.9480 -0.1357
H -0.6772 2.1982 0.0483
H -0.0881 -2.0688 0.1289


5
Properties=species:S:1:pos:R:3 method="wB97M-V/def2-TZVPD" relative_energy_kj_mol=80.9 energy_ha=-566.79959 total_charge=0 gap_ev="7.273 / 7.283"
C 1.3238 1.9322 -2.1553
N 0.5869 -0.3202 0.5402
O 1.4285 1.9230 -3.2840
S 1.7014 -0.2240 -0.5007
H 0.7289 -0.2478 1.6047


31
Properties=species:S:1:pos:R:3 method="wB97M-V/def2-TZVPD" relative_energy_kj_mol=72.2 energy_ha=-794.72320 total_charge=+2 gap_ev=11.901
Sr -0.0513 0.0955 -0.0129
O 1.3052 -0.6353 2.3741
H 1.0638 -1.4855 2.6491
H 2.2901 -0.6096 2.2476
O 2.5200 -1.2925 0.0034
H 3.3824 -1.0156 -0.2383
H 2.4799 -2.2301 -0.0660
O -1.1995 2.1482 -1.6546
H -1.3185 1.6734 -2.4584
H -0.9483 3.0626 -1.7937
O 0.0850 -2.4509 -0.4073
H -0.4805 -3.0422 -0.8167
H 0.9709 -2.8963 -0.3963
O -1.2997 1.5053 1.9550
H -0.5780 1.8565 2.4578
H -1.9113 2.0903 1.5300
O 1.7445 1.1375 -1.7129
H 1.4065 1.0241 -2.5856
H 1.9821 2.0749 -1.6733
O -0.9275 -0.5595 -2.5447
H -0.2534 -1.0873 -2.9425
H -1.7180 -0.7038 -3.0639
O -2.8441 0.0045 -0.3562
H -2.9970 -0.8717 -0.6881
H -3.3957 0.1675 0.4078
O -1.5624 -1.3872 1.8897
H -1.8856 -1.1326 2.7759
H -0.9578 -2.1089 2.1496
O 1.3888 1.9686 0.9763
H 1.4593 2.8628 0.6311
H 2.2500 1.8375 1.3643


43
Properties=species:S:1:pos:R:3 method="wB97M-V/def2-TZVPD" relative_energy_kj_mol=0.0 energy_ha=-3724.35275 total_charge=+1 gap_ev=3.502
C 3.0930 1.9241 0.4101
C 2.1076 2.4271 -0.3564
C 0.7061 2.6631 0.1734
Ga -0.5924 1.1118 -0.1004
C -1.2703 0.5270 1.8062
C 0.1471 -0.4648 -1.1719
C 1.2782 -1.0688 -0.4296
C 1.2474 -1.0206 0.9231
C 2.3114 -1.5744 1.7769
C 3.3935 -2.1730 1.1666
C 3.4073 -2.2499 -0.2441
C 2.3940 -1.7207 -1.0368
C 2.5323 -1.8706 -2.5466
N -2.1057 1.8472 -1.0851
C -3.4076 1.5527 -0.4653
C -3.8283 0.0574 -0.6653
C -4.6035 -0.5624 0.5368
H 4.1252 2.2347 0.2130
H 2.8873 1.2181 1.2218
H 2.3580 2.7040 -1.3886
H 0.7918 2.9054 1.2442
H 0.3045 3.5425 -0.3529
H -1.9218 1.3192 2.2077
H -1.8616 -0.4224 1.7916
H -0.4097 0.4529 2.5366
H -0.6547 -1.2212 -1.2897
H 0.4162 -0.1813 -2.1992
H 0.3713 -0.5236 1.4015
H 2.2678 -1.4811 2.9059
H 4.1941 -2.5581 1.7977
H 4.2709 -2.7370 -0.7033
H 3.0062 -2.8357 -2.7748
H 1.5239 -1.9138 -2.9819
H 3.0978 -1.0282 -2.9703
H -2.0878 1.4552 -2.0244
H -3.4812 1.8879 0.5798
H -4.1552 2.1478 -1.0290
H -2.9664 -0.5971 -0.8810
H -4.4637 0.0288 -1.5666
H -4.1991 -0.2446 1.5110
H -5.6468 -0.2218 0.4829
H -4.5459 -1.6589 0.4414
Yb -0.0311 -1.6772 3.1353


25
Properties=species:S:1:pos:R:3 method="wB97M-V/def2-TZVPD" relative_energy_kj_mol=325.8 energy_ha=-784.44422 total_charge=0 gap_ev=8.167
C 3.4109 -0.2365 0.8019
C -0.2841 2.6140 -1.8840
C 2.6187 -0.0304 -0.2439
C -0.5459 1.3368 -1.5632
C 1.4923 -0.7594 -0.6950
C -0.6814 -1.2470 1.7105
C -2.9114 -0.0340 0.7151
C -0.1149 0.6437 -0.3455
N 1.3841 -1.8391 -1.1899
O -1.3847 -1.7046 -0.9898
P -1.3390 -0.6654 0.0948
H 3.9164 0.4205 1.4940
H 3.5739 -1.3256 1.1791
H -0.2182 3.0421 -2.8977
H 0.1141 3.3590 -1.2798
H 2.6331 0.9673 -0.6486
H -1.0094 0.7195 -2.3163
H -1.5658 -1.5082 2.2967
H -0.0264 -2.0922 1.5789
H -0.1576 -0.4767 2.2603
H -2.7460 0.4007 1.6416
H -3.5559 0.4585 0.0485
H -3.3051 -1.0273 1.1843
H 0.1875 1.2434 0.4658
H 0.5147 -2.2590 -1.4180


20
Properties=species:S:1:pos:R:3 method="wB97M-V/def2-TZVPD" relative_energy_kj_mol=245.3 energy_ha=-912.60547 total_charge=0 smiles="N[C@@]1(S(=O)(=O)O)C=CC=CC1" gap_ev=8.934
N 2.0506 0.2160 -0.4022
C 0.6090 0.0744 -0.2497
S 0.0580 1.7669 0.6375
O -1.2470 1.6220 1.2614
O 0.2743 2.8723 -0.2570
O 1.2377 1.8732 1.8267
C -0.1770 0.1040 -1.5380
C -1.2179 -0.7093 -1.7535
C -1.7064 -1.5980 -0.7136
C -1.0906 -1.7243 0.4748
C 0.1823 -1.1211 0.8693
H 2.3713 0.6324 0.4170
H 2.3308 0.7755 -1.1297
H 0.7098 2.2951 2.5123
H 0.0966 1.0685 -2.0999
H -1.6529 -0.8050 -2.7080
H -2.4715 -2.3217 -0.9025
H -1.5844 -2.5392 1.1479
H 0.2756 -0.6950 1.7979
H 0.9518 -1.7864 0.8092


9
Properties=species:S:1:pos:R:3 method="wB97M-V/def2-TZVPD" relative_energy_kj_mol=201.6 energy_ha=-924.23154 total_charge=0 gap_ev=8.663
C 1.4974 -1.2547 -0.3697
C 1.5644 -0.3460 0.3448
O -0.3954 1.2035 -0.8341
O -1.6952 1.8778 1.3090
S -1.1053 0.8041 0.5439
I -2.6266 -0.9097 0.0202
H 1.4424 -2.1375 -0.9129
H -0.0650 0.2989 -1.1625
H 1.3835 0.4635 1.0613


9
Properties=species:S:1:pos:R:3 method="wB97M-V/def2-TZVPD" relative_energy_kj_mol=231.5 energy_ha=-341.42043 total_charge=+1 gap_ev=9.562
C 0.5687 0.3773 0.2103
C -1.3275 -0.3675 1.4324
C 0.2746 0.3528 -1.0451
O -2.0786 -0.4744 0.5571
O 0.0208 -0.0324 1.3425
O -0.0279 0.5954 -2.2524
H 1.3834 0.9935 0.4754
H -1.4723 -0.4164 2.6354
H 0.4355 0.0240 -2.9419